Density functional theory data (wB97M-V/def2-TZVPD) for a structure of composition C30H80IN20O15PS at a distorted geometry.

Cartesian coordinates (Å):
C  2.252  -3.179  8.249
C  0.779  -2.663  7.850
C  0.120  -3.773  6.892
C  0.400  -3.566  5.325
C  1.670  -2.659  4.978
C  1.651  -2.350  3.378
C  2.225  -3.550  2.482
C  1.176  -4.087  1.360
C  -0.105  -4.627  2.143
C  -1.228  -5.308  1.191
C  -2.646  -4.862  1.836
C  -3.805  -5.963  1.759
C  -4.960  -5.486  2.806
C  -4.962  -3.903  3.004
C  -6.254  -3.274  3.712
C  -5.743  -1.861  4.318
C  -5.844  -0.697  3.226
C  -4.397  -0.319  2.581
C  -3.922  1.108  3.109
O  -4.101  0.964  4.588
S  -2.618  0.385  5.169
O  -2.220  0.941  6.498
O  -2.324  -1.070  4.963
O  -1.496  1.128  4.109
C  -2.377  1.519  3.009
P  -1.389  1.201  1.417
O  -0.663  -0.355  1.673
I  -2.828  1.020  -0.559
H  2.440  -4.176  7.719
H  3.000  -2.379  7.916
H  2.374  -3.361  9.366
H  0.124  -2.621  8.793
H  0.764  -1.611  7.416
H  0.421  -4.820  7.262
H  -1.013  -3.708  7.061
H  0.627  -4.612  4.899
H  -0.558  -3.237  4.781
H  2.612  -3.268  5.185
H  1.674  -1.640  5.479
H  2.351  -1.455  3.241
H  0.612  -1.992  3.063
H  2.642  -4.402  3.118
H  3.094  -3.108  1.873
H  1.648  -4.980  0.809
H  0.946  -3.274  0.592
H  0.170  -5.419  2.913
H  -0.605  -3.706  2.609
H  -1.172  -4.790  0.164
H  -1.108  -6.436  1.105
H  -2.425  -4.719  2.956
H  -2.912  -3.876  1.323
H  -4.209  -6.168  0.717
H  -3.395  -6.944  2.176
H  -5.967  -5.922  2.485
H  -4.704  -5.983  3.803
H  -4.071  -3.590  3.657
H  -4.897  -3.433  1.955
H  -7.162  -3.165  3.037
H  -6.558  -3.972  4.568
H  -4.721  -1.955  4.807
H  -6.481  -1.612  5.165
H  -6.409  0.232  3.599
H  -6.499  -1.109  2.373
H  -4.591  -0.309  1.446
H  -3.650  -1.157  2.770
H  -4.625  1.961  2.853
H  -2.431  2.668  3.097
H  -1.283  -1.072  1.412
C  2.395  -2.564  -2.252
O  1.500  -3.323  -1.902
N  3.459  -2.279  -1.462
N  2.400  -1.941  -3.454
H  4.202  -1.660  -1.729
H  3.491  -2.722  -0.558
H  1.626  -2.126  -4.070
H  3.126  -1.313  -3.757
C  3.213  0.717  2.235
O  3.678  -0.316  1.781
N  1.895  0.867  2.513
N  3.976  1.808  2.497
H  1.493  1.707  2.889
H  1.295  0.079  2.325
H  4.961  1.739  2.300
H  3.612  2.668  2.867
C  3.595  0.229  -6.388
O  4.319  -0.200  -5.497
N  2.773  1.292  -6.214
N  3.555  -0.325  -7.624
H  2.174  1.656  -6.931
H  2.773  1.735  -5.304
H  4.155  -1.120  -7.793
H  2.970  0.011  -8.366
C  2.683  4.062  -3.065
O  2.830  3.489  -4.140
N  2.344  5.365  -2.977
N  2.847  3.437  -1.874
H  2.220  5.853  -2.112
H  2.220  5.856  -3.834
H  3.100  2.462  -1.898
H  2.730  3.889  -0.980
C  6.955  -1.076  -8.977
O  6.062  -1.836  -8.634
N  8.015  -0.791  -8.184
N  6.960  -0.452  -10.181
H  8.758  -0.171  -8.446
H  8.044  -1.236  -7.281
H  6.187  -0.640  -10.798
H  7.683  0.175  -10.482
C  -6.713  2.884  -2.935
O  -7.598  3.411  -3.588
N  -5.416  3.268  -3.016
N  -6.951  1.866  -2.070
H  -4.675  2.847  -2.488
H  -5.198  4.021  -3.649
H  -7.904  1.551  -1.982
H  -6.238  1.418  -1.523
C  2.448  5.036  0.344
O  3.604  5.103  -0.045
N  1.516  5.971  0.028
N  1.996  4.024  1.121
H  0.561  5.938  0.337
H  1.816  6.739  -0.552
H  2.659  3.308  1.373
H  1.049  3.950  1.447
C  -0.427  5.800  -3.908
O  -1.399  5.270  -3.381
N  0.724  6.046  -3.239
N  -0.422  6.186  -5.210
H  1.519  6.479  -3.651
H  0.756  5.775  -2.273
H  -1.260  6.020  -5.741
H  0.363  6.621  -5.660
C  4.298  7.937  -3.056
O  3.564  6.973  -3.246
N  4.861  8.637  -4.069
N  4.608  8.380  -1.816
H  5.465  9.427  -3.934
H  4.654  8.335  -5.007
H  4.210  7.880  -1.036
H  5.207  9.165  -1.636
C  -4.840  -2.334  -3.620
O  -6.056  -2.402  -3.689
N  -4.040  -3.425  -3.702
N  -4.183  -1.158  -3.454
H  -3.038  -3.390  -3.647
H  -4.492  -4.316  -3.825
H  -4.744  -0.325  -3.389
H  -3.183  -1.080  -3.394

Values from the calculation:
Molecular weight   1151.04 g mol⁻¹
HOMO-LUMO gap   5.905 eV
Total charge   0
Strongest force on any atom   0.2531 hartree/bohr
DFT total energy   -121143.9270 eV